# 1
Computed, not measured: a molecular structure, C47H41Cl5I2N4O4PbS2 in a non-equilibrium geometry, with ωB97M-V/def2-TZVPD.

```
106
Properties=species:S:1:pos:R:3:forces:R:3
Pb 2.359568 -0.911390 -0.265141 0.8 1.9 -3.5
C -0.455382 -2.325496 -2.074672 0.5 0.5 -0.9
N 1.000950 -2.403941 -1.819271 -1.0 -1.4 0.4
C 1.524848 -3.604788 -1.854812 0.7 0.9 0.2
C 2.913172 -3.781629 -1.513414 0.4 -0.5 0.8
C 3.733697 -4.936959 -1.330663 -1.0 0.8 -0.6
C 5.017828 -4.461005 -1.087475 0.3 -0.3 0.3
C 4.936720 -3.063157 -1.041028 0.5 -0.5 0.3
N 3.676906 -2.666690 -1.225774 -0.3 0.6 -0.4
C -0.806563 -2.056607 -3.544703 -0.2 -1.2 0.5
C -2.100657 -2.417457 -3.973880 0.5 1.5 0.2
C -2.527224 -2.070589 -5.235552 -0.3 -0.4 -0.9
C -1.634863 -1.573157 -6.185171 0.0 0.0 1.3
C -0.353249 -1.323707 -5.765547 1.0 0.3 -0.4
C 0.096090 -1.589593 -4.471714 0.5 1.0 -0.1
H -0.878546 -1.507847 -1.472007 0.2 -0.2 0.0
H -1.004462 -3.237813 -1.825884 0.2 -0.1 0.4
H 0.958162 -4.482568 -2.202795 0.0 0.2 0.3
H 3.331111 -5.931975 -1.341375 0.3 -0.4 -0.2
H 5.934920 -5.014559 -0.896295 -0.3 0.0 -0.2
H 5.802161 -2.407560 -0.910299 -0.7 0.1 0.1
H -2.814995 -2.742385 -3.246773 -0.3 -0.4 0.3
H -3.557569 -2.199723 -5.544417 -0.1 -0.2 0.2
H -1.926682 -1.315789 -7.174675 -0.3 0.1 -0.6
H 0.338474 -0.860444 -6.462793 0.1 -0.2 0.0
H 1.122878 -1.288731 -4.191886 -0.7 -0.4 0.0
Cl 5.598314 2.709606 -3.068617 0.1 0.1 0.2
C 5.405557 0.950774 -3.393098 1.5 0.2 0.3
Cl 4.380397 0.821036 -4.822773 0.1 -0.5 0.2
C 4.934884 0.310021 -2.073913 -0.9 0.1 1.4
O 5.834695 0.002669 -1.232704 -1.6 0.4 -1.6
O 3.662736 0.302519 -1.974047 2.1 -0.3 0.1
H 6.428421 0.579066 -3.545392 -0.5 0.1 -0.6
I 6.320375 -0.677173 2.145186 -0.6 -0.5 0.6
I 5.297996 -2.035911 4.323658 0.6 0.7 -0.9
C 2.634367 2.656673 3.707399 0.1 0.5 1.4
S 3.075388 3.103435 1.985723 -0.1 -1.1 -0.3
C 2.298479 4.746879 1.869352 -0.6 -0.5 0.1
O 2.308174 2.113008 1.126387 0.4 1.2 0.9
H 2.823902 3.497510 4.477074 -0.2 -1.2 -1.4
H 3.245618 1.773812 4.027302 -0.4 0.8 -0.6
H 1.569669 2.348883 3.742272 0.5 0.3 -0.2
H 2.686865 5.421376 2.628260 0.3 -0.1 0.1
H 1.223490 4.622042 2.046454 0.1 0.1 -0.3
H 2.506520 5.152866 0.873341 -0.1 -0.3 0.2
Cl -1.267647 8.341569 -0.210397 0.2 0.8 0.2
C -2.026951 6.868584 -0.546362 -1.4 -1.6 -0.8
C -3.005952 6.725681 -1.557495 0.8 0.9 -0.3
C -3.377374 5.452961 -1.983356 0.8 -0.2 1.0
C -2.906116 4.285557 -1.319178 -0.2 0.4 0.6
C -3.052859 2.982391 -2.091384 0.7 -0.6 -0.9
C -1.888260 2.876421 -3.160290 -0.7 -0.1 -0.6
N -0.592718 2.477971 -2.649628 -0.1 -0.6 0.5
C 0.636227 2.915461 -3.151724 0.0 0.4 0.9
C 1.569201 2.069210 -2.631185 0.2 -0.6 -0.3
N 0.932446 1.043531 -1.920047 0.9 0.5 -0.1
C -0.330312 1.300058 -1.931728 0.1 1.9 -1.0
O -3.060602 1.692823 -1.453491 -1.3 1.6 0.8
C -4.213433 1.497933 -0.548699 0.7 -1.1 -1.1
C -4.903880 0.239581 -1.021285 0.0 -0.3 0.8
C -4.859029 -1.035315 -0.457564 -0.8 1.3 -1.8
Cl -3.894401 -1.682076 0.759403 0.5 0.1 1.0
S -5.820872 -2.155382 -1.360194 0.5 0.6 -0.7
C -6.157687 -0.943925 -2.567324 -0.4 -1.0 0.4
C -5.689407 0.268240 -2.214611 -0.1 0.6 -0.2
C -2.230838 4.495958 -0.097730 -0.2 -0.3 -0.9
Cl -2.023046 3.233680 1.108683 0.3 0.3 -0.5
C -1.702679 5.742530 0.191975 0.2 0.3 1.0
H -3.324977 7.643060 -2.099503 0.1 -0.9 0.4
H -3.999402 5.363524 -2.862833 0.0 -0.1 0.0
H -3.981351 3.096755 -2.682597 0.2 -0.1 0.1
H -1.764025 3.845810 -3.711334 -0.2 -0.8 0.6
H -2.212851 2.098003 -3.894216 0.1 0.6 0.4
H 0.786985 3.900903 -3.623138 -0.4 -0.9 0.1
H 2.664158 2.076706 -2.763886 -1.0 0.0 0.2
H -1.092650 0.803036 -1.377709 -0.3 -0.3 -0.1
H -4.906502 2.350755 -0.589945 0.3 -0.1 0.1
H -3.815282 1.330831 0.442152 0.0 0.3 0.3
H -6.700221 -1.257164 -3.442582 -0.3 0.2 0.0
H -5.928899 1.202163 -2.769615 0.5 -0.9 0.4
H -1.056521 5.854207 1.065493 -0.2 -0.1 -0.3
C 1.791407 -1.603199 1.841192 -0.9 -1.8 3.0
C 1.029747 -1.789796 2.808051 -0.3 -0.5 1.0
C 0.355694 -2.333197 3.926412 0.8 1.6 -1.8
C -1.010326 -1.909911 4.145519 -1.7 0.2 -0.2
C -1.480275 -0.678275 3.618933 0.1 -0.2 1.3
C -2.606737 -0.060029 4.159635 0.3 -0.5 -0.3
C -3.385146 -0.755584 5.062470 -0.4 -0.2 0.1
C -3.113653 -2.095600 5.361329 -0.7 0.5 0.2
C -1.953578 -2.651177 4.898324 1.2 -0.4 0.1
C 1.133242 -3.147343 4.821683 0.2 -1.2 0.2
C 0.668482 -3.526076 6.094776 0.1 0.2 0.2
C 1.390184 -4.381539 6.902871 0.8 -0.2 0.0
C 2.636128 -4.846982 6.482994 -0.2 0.0 -0.7
C 3.086362 -4.523705 5.191415 0.4 -0.4 0.3
C 2.362817 -3.697515 4.359690 -0.9 0.6 1.2
H -0.897541 -0.142274 2.922023 0.8 0.5 -0.6
H -2.863576 0.957073 3.895429 0.0 -0.1 -0.2
H -4.242249 -0.256525 5.498049 0.0 -0.1 0.0
H -3.813064 -2.658384 5.987431 0.4 0.1 -0.3
H -1.688090 -3.672153 5.134517 -0.2 -0.1 0.1
H -0.210029 -3.078060 6.517436 -0.3 0.1 -0.1
H 1.061217 -4.685407 7.887331 -0.3 0.3 0.0
H 3.242066 -5.460224 7.155479 -0.2 0.2 -0.4
H 4.038739 -4.907589 4.830933 -0.1 0.1 0.2
H 2.742767 -3.322089 3.435585 0.2 -0.3 -0.6
```
Positions in Å, forces in eV/Å.



# 2
Computed, not measured: a molecular structure, C17H39O2P3Y in a non-equilibrium geometry, with ωB97M-V/def2-TZVPD.

```
62
Properties=species:S:1:pos:R:3:forces:R:3
Y -0.241575 -0.149276 1.700653 0.3 -1.7 0.3
P -2.533531 -1.631497 2.211635 -1.6 -1.4 0.6
P 1.467892 -1.880605 0.459351 1.9 -1.2 -1.0
P -1.599570 0.335029 -0.645830 -0.8 0.5 -1.7
H 0.730515 2.410177 2.457962 -0.5 -0.5 0.0
C -0.246384 2.354212 1.934981 -1.9 1.3 1.5
C -1.399827 1.892497 2.556657 1.2 2.9 0.0
H -1.417008 1.629134 3.630643 0.5 -0.4 -0.5
C -2.722626 -2.222188 3.931357 0.4 0.2 0.2
C -2.741054 -3.235438 1.350510 0.6 0.0 -0.4
C -4.222481 -0.965518 2.000567 0.2 0.7 -0.3
C 3.022117 -1.118571 -0.132408 -0.3 0.5 0.0
C 2.148327 -3.117312 1.614103 -0.5 0.0 0.5
C 0.904777 -2.903392 -0.946834 -0.5 0.1 -0.1
C -2.798965 1.721778 -0.708100 -0.1 0.0 0.4
C -2.460336 -0.927203 -1.649931 0.0 -0.4 0.2
C -0.359759 0.978503 -1.819499 0.4 -0.2 0.2
H -0.227841 2.974195 1.024325 -0.4 -0.7 0.0
H -2.426513 2.051325 2.196538 0.6 -0.2 -0.5
H -2.704803 -1.371433 4.623906 -0.1 -0.3 0.0
H -1.923258 -2.926886 4.191214 -0.2 0.1 0.1
H -3.695058 -2.730423 4.002884 0.3 0.1 0.1
H -1.898697 -3.897234 1.589302 -0.2 0.0 -0.1
H -2.783903 -3.095520 0.263437 -0.1 -0.1 0.2
H -3.677092 -3.690565 1.706218 0.3 0.1 -0.1
H -4.363691 -0.105513 2.664443 -0.1 -0.1 -0.1
H -4.921823 -1.765177 2.281613 0.2 0.3 -0.1
H -4.404928 -0.652669 0.966661 -0.1 -0.1 0.2
H 3.707062 -1.864320 -0.566561 -0.4 0.1 0.2
H 3.531375 -0.585128 0.687111 -0.1 -0.2 -0.3
H 2.712802 -0.384749 -0.885536 0.3 -0.2 0.2
H 2.826446 -3.798492 1.083846 -0.2 0.2 0.1
H 1.325741 -3.697168 2.052214 0.3 -0.1 0.0
H 2.710285 -2.607553 2.409364 -0.1 -0.2 -0.2
H 1.661170 -3.653968 -1.211576 -0.1 0.2 0.2
H 0.699102 -2.283784 -1.830952 0.1 -0.1 0.2
H -0.018238 -3.427863 -0.658754 0.2 0.1 -0.2
H -2.930269 2.024706 -1.757565 0.0 -0.1 0.4
H -2.426608 2.576522 -0.130324 -0.1 -0.1 -0.2
H -3.763715 1.410272 -0.287483 0.2 0.2 -0.1
H -2.694086 -0.503360 -2.639425 0.1 -0.1 0.4
H -3.395290 -1.233912 -1.159097 0.2 0.1 -0.2
H -1.820238 -1.812526 -1.776655 -0.2 0.2 -0.1
H -0.871238 1.305203 -2.733943 0.1 -0.1 0.2
H 0.400224 0.232729 -2.082093 -0.1 0.2 0.0
H 0.163452 1.835434 -1.379243 0.0 -0.1 -0.2
C 3.095201 2.073026 -3.065518 0.6 0.9 -0.6
C 4.420850 2.426713 -3.400705 -1.0 0.2 0.3
C 4.656637 3.766213 -3.724415 -0.2 0.2 -0.1
C 3.612474 4.707941 -3.702377 0.1 0.2 0.1
C 2.297748 4.292554 -3.463313 0.0 0.0 -0.4
C 2.022310 2.938732 -3.266204 0.5 0.3 0.5
O 2.763323 0.883936 -2.474674 0.6 -1.5 0.3
H 3.572102 0.382404 -2.246851 -0.3 0.6 -0.7
H 5.215489 1.674123 -3.415614 -0.2 0.3 0.2
H 5.665302 4.091289 -3.995251 -0.4 -0.2 0.1
H 3.823097 5.772986 -3.896989 -0.1 -0.7 0.1
H 1.462680 5.005224 -3.435932 0.5 -0.2 -0.3
H 1.007009 2.543720 -3.208195 0.4 0.3 0.1
O 0.637962 -0.591824 3.849779 -0.2 0.1 0.4
H 0.636393 0.012246 4.617977 0.1 -0.2 -0.2
H 0.790543 -1.471754 4.238596 0.1 0.1 -0.1
```
Positions in Å, forces in eV/Å.

As for the total charge: +3.



Number 1: HOMO -6.68 eV, E_tot -6220.92139 a.u.. Number 2: HOMO -14.67 eV, E_tot -1883.04218 a.u..